The following is a DFT calculation (wB97M-V/def2-TZVPD) of a cluster of 12 separate species, C65H134F15N7O15S5 in total in a non-equilibrium geometry.

```
241
Properties=species:S:1:pos:R:3:forces:R:3:lowdin_charge:R:1
C -3.63044 1.15610 3.20770 0.1 -0.4 1.4 -0.09
C -2.47764 1.69624 2.44674 1.1 -0.5 -2.5 -0.20
C -2.28290 0.79273 1.22829 0.2 0.4 -2.2 -0.12
N -1.05793 0.99958 0.32901 2.1 0.8 0.1 -0.18
C -0.99800 2.47242 -0.19133 -1.0 -1.3 0.6 0.07
C 0.23717 0.58902 1.14989 -0.5 -0.4 -1.1 -0.03
C 0.87574 -0.50019 0.26148 1.0 -0.8 0.5 -0.16
C -0.20394 -1.15909 -0.53711 -1.4 0.9 -1.0 -0.16
C -1.13307 0.03325 -0.88453 -0.7 -1.3 0.8 -0.06
H -4.60555 1.37578 2.77293 0.3 0.3 0.3 0.07
H -3.46880 1.59987 4.19006 -1.0 0.0 0.3 0.07
H -3.53797 0.07708 3.33121 -0.1 -0.1 0.0 0.06
H -1.50820 1.68820 2.94494 -0.2 0.3 0.7 0.11
H -2.71767 2.69708 2.08782 0.3 0.2 0.2 0.13
H -3.03421 1.00057 0.46643 -0.8 -0.4 0.4 0.11
H -2.20394 -0.28060 1.40098 -0.5 0.0 0.6 0.12
H -1.97995 2.52738 -0.66129 0.1 0.6 -0.3 0.10
H -0.19388 2.64923 -0.90564 0.1 -0.3 0.3 0.08
H -0.96565 3.14742 0.66391 0.2 0.0 -0.2 0.10
H 0.84219 1.45379 1.42234 0.1 0.1 -0.8 0.10
H -0.06320 0.18283 2.11575 -0.5 -0.3 -0.2 0.10
H 1.67788 -0.15367 -0.39013 -0.2 0.4 0.2 0.09
H 1.23079 -1.37693 0.80312 0.7 0.5 0.8 0.10
H 0.10543 -1.65247 -1.45851 0.4 0.3 -0.1 0.09
H -0.67467 -1.97910 0.00520 -0.4 0.4 0.4 0.09
H -0.92231 0.46083 -1.86476 0.5 0.7 0.6 0.10
H -2.15848 -0.32020 -0.99264 -0.3 0.3 0.3 0.11
C 0.99476 4.80281 -3.13256 0.0 -1.1 -0.4 -0.08
C 2.35301 5.14615 -3.69180 1.3 -0.5 0.4 -0.20
C 3.40914 3.99410 -3.63145 0.9 -0.1 0.4 -0.07
N 4.68261 4.12197 -4.53855 -0.1 -0.3 -1.2 -0.22
C 4.24760 4.26655 -6.03516 0.2 0.2 2.2 0.06
C 5.61488 2.93013 -4.34718 -1.1 0.2 2.4 -0.10
C 6.52386 3.37283 -3.14745 0.7 0.4 -0.3 -0.13
C 6.24959 4.88162 -2.84299 0.1 -0.5 -0.5 -0.13
C 5.64972 5.28403 -4.16037 -2.0 0.5 -0.3 -0.10
H 0.47540 4.17178 -3.85379 -0.4 0.2 -0.1 0.07
H 0.49818 5.75461 -2.94392 -0.4 -0.4 0.2 0.09
H 1.09468 4.16554 -2.25392 -0.1 0.5 0.4 0.06
H 2.67890 5.92028 -2.99709 0.6 0.4 -0.6 0.12
H 2.20159 5.51408 -4.70659 0.3 0.2 0.1 0.10
H 3.07226 2.96733 -3.77416 -0.5 0.2 -0.9 0.10
H 3.83352 3.87708 -2.63430 -0.1 0.6 0.3 0.10
H 3.64780 5.17620 -6.00524 0.5 0.1 -0.7 0.09
H 3.57583 3.46270 -6.33623 0.4 -0.3 0.2 0.10
H 5.19853 4.29389 -6.56723 -0.5 0.2 -0.4 0.10
H 6.07304 2.65685 -5.29772 0.2 0.2 0.3 0.13
H 5.05443 2.10186 -3.91364 -0.4 -0.1 -0.9 0.09
H 7.54526 3.28202 -3.51705 0.2 0.1 0.3 0.11
H 6.44934 2.76737 -2.24414 -0.3 -0.2 -0.3 0.09
H 7.15924 5.40068 -2.54098 0.1 0.0 -0.6 0.12
H 5.55757 5.16647 -2.05048 -0.2 -0.9 0.1 0.11
H 6.32892 5.39676 -5.00540 0.1 -0.1 0.1 0.13
H 4.99366 6.15091 -4.08146 0.3 0.2 -0.2 0.13
C -4.05870 -4.36362 8.43492 -0.7 0.6 -0.5 -0.08
C -3.40117 -2.94644 8.25087 0.2 -1.4 -0.1 -0.19
C -2.28328 -2.95152 7.21040 -0.1 0.5 0.3 -0.12
N -1.49936 -1.66518 7.20172 2.8 2.0 0.0 -0.22
C -0.82421 -1.33038 8.54411 -1.3 -0.6 0.7 0.02
C -2.25629 -0.46470 6.61139 -0.2 -0.5 0.7 -0.08
C -1.19936 0.52385 6.15395 -0.1 0.2 0.1 -0.13
C -0.14705 -0.37395 5.49891 0.3 -0.6 0.1 -0.12
C -0.27898 -1.74628 6.27276 0.3 0.0 -1.5 -0.10
H -4.79328 -4.61124 7.66864 -0.1 0.5 -0.3 0.07
H -4.65402 -4.33873 9.34766 0.3 -0.2 0.1 0.07
H -3.44012 -5.26018 8.39457 0.7 0.4 0.5 0.08
H -2.97865 -2.68365 9.22067 -0.1 0.2 0.0 0.10
H -4.16230 -2.21660 7.97498 -0.1 0.0 0.1 0.11
H -2.64327 -3.02159 6.18395 0.0 -0.4 0.1 0.11
H -1.54878 -3.72856 7.42210 -0.1 -0.1 -0.2 0.14
H -0.42410 -2.26804 8.92987 -0.4 -0.1 0.1 0.11
H -1.57702 -0.91622 9.21481 0.0 -0.3 0.1 0.10
H 0.02961 -0.65608 8.61056 -0.3 0.3 -1.2 0.11
H -2.95765 -0.08756 7.35568 0.1 0.0 0.0 0.14
H -2.80736 -0.91705 5.78689 0.0 0.3 -0.2 0.12
H -0.77184 1.11355 6.96487 0.1 -0.4 0.5 0.12
H -1.65017 1.33000 5.57515 0.0 -0.4 -0.6 0.11
H 0.87035 0.01655 5.52089 0.0 0.2 0.7 0.11
H -0.26046 -0.52289 4.42511 -0.8 -0.3 0.1 0.08
H 0.61462 -2.00042 6.84283 -0.2 0.2 0.3 0.11
H -0.40276 -2.56974 5.56943 -0.4 0.1 0.0 0.09
C -2.93963 2.44043 -3.69957 0.1 0.8 -0.3 -0.08
C -3.38689 3.88029 -3.34073 -0.9 -0.3 0.7 -0.19
C -4.95255 4.03473 -3.50444 0.9 1.6 0.2 -0.06
N -5.57581 5.31942 -2.82055 -0.8 -0.5 -0.1 -0.21
C -7.06871 5.41453 -3.21311 0.3 1.0 -0.5 -0.11
C -7.21670 5.81822 -4.68904 0.0 -0.2 0.9 -0.17
C -6.47474 7.10805 -5.06972 1.0 -1.1 -0.8 -0.16
C -4.94329 7.03041 -4.70896 -0.7 0.3 1.1 -0.13
C -4.75108 6.61536 -3.23556 -1.1 -1.2 0.8 -0.06
C -5.58867 5.22523 -1.28739 1.4 0.0 -0.7 0.02
H -3.02997 2.33249 -4.78044 -0.3 -0.3 -0.1 0.08
H -3.49603 1.65455 -3.18878 0.0 0.2 0.0 0.04
H -1.86777 2.32384 -3.53951 0.1 0.0 0.3 0.05
H -2.81287 4.58561 -3.94167 -0.4 0.0 -0.4 0.11
H -3.09674 4.19600 -2.33862 0.0 -0.5 0.3 0.09
H -5.55736 3.20470 -3.13922 0.3 -0.1 0.0 0.10
H -5.09469 4.21838 -4.56941 -0.4 -0.3 0.1 0.11
H -7.62059 4.49885 -3.00085 0.6 -0.4 0.0 0.13
H -7.52888 6.14677 -2.54967 0.3 0.3 0.0 0.13
H -6.87926 4.91814 -5.20293 0.2 0.4 -0.7 0.10
H -8.27205 5.90960 -4.94591 -0.1 0.0 0.2 0.12
H -6.59174 7.18953 -6.15036 0.3 0.1 -0.1 0.11
H -6.95084 8.01807 -4.70464 0.1 -0.2 0.6 0.12
H -4.30799 6.40789 -5.33901 -0.5 -0.3 -0.3 0.11
H -4.50741 8.02261 -4.82577 0.0 0.1 0.2 0.12
H -3.74777 6.34520 -2.90623 0.1 0.4 -0.4 0.09
H -5.11178 7.32288 -2.48895 0.0 0.4 -0.4 0.13
H -5.82472 6.18749 -0.83304 -0.1 0.0 -0.4 0.10
H -4.54490 5.04151 -1.03268 -0.2 -0.1 0.4 0.08
H -6.24647 4.44675 -0.90091 0.0 -0.1 -0.5 0.10
C -7.25683 -4.08582 1.13287 0.0 -0.1 1.8 -0.10
C -6.40612 -4.66913 0.04029 0.3 1.0 -2.1 -0.22
C -5.80703 -3.50422 -0.81028 0.2 -0.2 -0.2 -0.11
N -5.07243 -3.78627 -2.14670 0.1 -0.9 -0.2 -0.17
C -3.98066 -4.83364 -1.82116 1.1 1.7 -1.2 -0.10
C -2.92813 -4.84756 -2.94969 -0.2 0.0 0.8 -0.16
C -2.33657 -3.49861 -3.34551 -0.3 -0.2 -1.7 -0.17
C -3.40369 -2.46198 -3.75129 -0.3 -1.3 1.1 -0.15
C -4.45530 -2.37215 -2.64452 -0.1 0.1 -0.2 -0.07
C -5.96182 -4.48175 -3.22336 -0.2 1.6 1.3 0.05
H -8.14101 -3.46664 0.98138 -0.1 -0.4 -1.0 0.09
H -6.69012 -3.45101 1.81402 0.5 0.0 0.0 0.08
H -7.53308 -4.94743 1.74069 -0.4 0.1 0.2 0.08
H -7.02775 -5.23579 -0.65295 -0.1 -0.4 0.2 0.11
H -5.64731 -5.31253 0.48564 0.0 0.0 -0.2 0.10
H -4.99332 -3.01706 -0.27300 -0.6 0.3 0.3 0.10
H -6.62598 -2.82389 -1.04386 0.3 0.3 0.0 0.12
H -3.49587 -4.47760 -0.91214 -0.3 -0.4 0.1 0.10
H -4.39525 -5.84125 -1.79057 -0.3 0.4 0.6 0.13
H -2.10570 -5.47992 -2.61529 -0.1 -0.2 0.0 0.12
H -3.39017 -5.35621 -3.79579 0.2 0.2 -0.3 0.12
H -1.62245 -3.06280 -2.64680 -0.3 -0.1 0.5 0.10
H -1.72176 -3.73401 -4.21425 0.1 0.2 -0.2 0.11
H -2.90316 -1.50851 -3.92005 -0.4 0.2 0.1 0.12
H -4.05244 -2.67306 -4.60139 1.0 -0.5 -0.7 0.11
H -4.06021 -1.78573 -1.81500 -0.3 -0.6 0.6 0.10
H -5.22876 -1.74068 -3.08167 -0.7 -0.5 0.7 0.12
H -6.10752 -5.52700 -2.95074 0.6 0.0 -0.3 0.10
H -5.53298 -4.25657 -4.19983 -0.1 -0.5 0.1 0.10
H -6.96013 -4.05218 -3.13991 0.1 0.4 -0.2 0.11
C 7.26051 -5.81885 6.81585 1.0 0.6 0.7 -0.10
C 6.14811 -5.02011 6.27995 -1.7 1.0 -2.0 -0.26
C 6.39458 -4.01431 5.10904 -0.9 -0.4 1.3 -0.10
N 5.25979 -2.98477 4.96865 -0.3 1.5 -0.2 -0.21
C 5.62436 -2.13892 3.69984 -1.1 0.5 0.6 -0.09
C 4.60757 -1.00950 3.42846 0.1 -1.0 0.7 -0.14
C 3.23095 -1.62560 3.25069 -0.8 0.0 -0.2 -0.18
C 2.77019 -2.52663 4.42299 1.3 0.8 -1.2 -0.14
C 3.83417 -3.57046 4.73012 0.1 -0.7 0.9 -0.09
C 5.31114 -2.04687 6.23137 -0.1 -1.3 -0.6 0.05
H 7.88052 -6.31413 6.06860 -0.1 -0.2 0.2 0.09
H 6.75242 -6.48910 7.50918 0.7 -0.4 0.0 0.09
H 7.84827 -5.09954 7.38614 0.6 -0.5 0.2 0.09
H 5.73888 -4.43818 7.10578 -0.4 -0.3 0.0 0.10
H 5.43968 -5.75689 5.90131 -0.7 0.3 0.1 0.11
H 6.44534 -4.53639 4.15356 0.4 0.2 0.0 0.13
H 7.24555 -3.38335 5.36566 0.3 -0.3 -0.6 0.13
H 5.58872 -2.82115 2.85049 0.4 -0.2 0.2 0.13
H 6.59616 -1.66987 3.85376 0.2 -0.5 0.1 0.14
H 4.95791 -0.51014 2.52513 -0.2 0.3 0.2 0.11
H 4.63751 -0.33891 4.28725 -0.1 0.4 -0.4 0.11
H 3.24429 -2.16877 2.30576 0.0 -0.5 0.0 0.10
H 2.41860 -0.92011 3.07612 0.3 0.5 0.1 0.11
H 1.82410 -2.97106 4.11398 0.0 -0.4 0.2 0.11
H 2.59462 -1.87687 5.28037 0.0 -0.1 0.2 0.10
H 3.91095 -4.37986 4.00411 0.3 0.5 -0.7 0.14
H 3.49355 -4.16600 5.57711 0.6 0.4 0.7 0.13
H 4.80091 -2.58645 7.02925 0.0 0.2 -0.1 0.10
H 4.86653 -1.06001 6.10286 0.0 -0.4 -0.4 0.09
H 6.36330 -1.95463 6.50074 -0.1 0.1 -0.1 0.11
C 7.50253 -0.26719 -3.85311 -0.8 -0.4 0.1 -0.07
C 6.41176 -1.32245 -4.12616 0.0 -1.1 0.6 -0.20
C 5.67758 -1.88741 -2.85135 -1.4 1.0 -0.7 -0.07
N 4.56635 -3.00426 -3.10998 1.8 -1.0 -0.4 -0.20
C 5.31212 -4.37317 -3.25880 -0.5 -0.9 0.0 -0.09
C 5.97022 -5.01661 -1.97728 -1.6 2.5 -0.3 -0.14
C 4.84975 -5.09511 -0.94199 -0.3 0.4 0.1 -0.18
C 4.21118 -3.67824 -0.70749 0.2 -0.1 -0.1 -0.15
C 3.53841 -3.02972 -1.94020 1.7 -1.0 -0.5 -0.07
C 3.83138 -2.63371 -4.44235 0.3 -0.3 1.5 0.03
H 8.40979 -0.71559 -3.44826 0.0 0.1 0.0 0.08
H 7.14179 0.50450 -3.17306 0.1 0.1 0.0 0.06
H 7.69512 0.17346 -4.83129 0.3 0.2 0.2 0.08
H 6.93032 -2.15572 -4.60036 -0.1 -0.2 -0.2 0.10
H 5.72378 -0.92435 -4.87202 -0.3 0.0 0.4 0.10
H 5.03801 -1.11735 -2.42000 0.2 0.4 -0.2 0.09
H 6.35904 -2.11906 -2.03278 0.0 -0.8 -0.3 0.12
H 5.94322 -4.35106 -4.14724 0.5 0.7 0.3 0.12
H 4.62170 -5.15398 -3.57779 -0.9 0.4 0.0 0.13
H 6.60603 -4.24933 -1.53555 1.1 -0.6 -0.3 0.10
H 6.37264 -5.99302 -2.24703 0.4 0.4 0.1 0.13
H 5.21780 -5.45890 0.01733 0.2 0.1 0.0 0.11
H 4.15620 -5.86509 -1.27993 -0.6 0.3 0.1 0.12
H 4.94473 -2.95551 -0.35017 0.7 -0.1 -0.2 0.10
H 3.57747 -3.69971 0.17911 -0.7 -0.2 -0.4 0.10
H 3.28059 -1.97735 -1.82126 -0.4 -0.3 0.2 0.11
H 2.73761 -3.67367 -2.30371 -0.2 0.4 0.0 0.14
H 4.51555 -2.83661 -5.26627 -0.1 0.5 0.1 0.11
H 3.52041 -1.60169 -4.28000 0.3 0.0 -0.6 0.06
H 2.92594 -3.22623 -4.57345 0.2 -0.2 0.3 0.11
C -1.34150 8.60444 0.77148 0.8 -3.4 -1.4 -0.74
F -0.00745 8.46469 0.84858 0.6 -0.3 -1.0 0.11
F -1.68704 8.66578 2.00385 -1.7 0.7 2.3 0.17
F -1.60916 9.65761 0.08223 -0.6 1.9 -0.6 0.18
S -2.22231 7.06341 -0.04345 -0.3 -0.9 -0.3 0.52
O -1.56802 5.91559 0.59466 -0.2 0.6 -0.2 -0.38
O -3.65308 7.17604 0.34180 1.8 0.4 -0.7 -0.37
O -1.95039 7.13049 -1.50503 -0.4 0.4 1.7 -0.39
C 0.90077 0.03531 -3.86550 -0.1 2.3 -3.3 -0.68
F -0.19514 -0.70189 -4.04001 -0.4 0.2 0.3 0.13
F 0.59596 1.28242 -3.42407 -0.4 -0.8 0.6 0.09
F 1.66215 -0.55797 -3.01461 1.3 -1.0 1.7 0.15
S 1.77351 0.37188 -5.52361 0.8 -1.8 -3.0 0.52
O 1.93785 -0.98400 -6.15448 -0.3 1.9 1.9 -0.37
O 0.88043 1.23058 -6.29342 0.6 -0.4 1.5 -0.32
O 3.07905 0.97161 -5.16177 -1.2 -0.4 0.5 -0.37
C -6.50262 0.65431 0.68142 -0.2 1.2 -0.8 -0.67
F -5.59448 -0.07345 1.30340 0.7 -1.2 -0.1 0.12
F -7.70096 0.18735 0.93722 -0.8 -1.2 -0.4 0.15
F -6.49749 1.82486 1.31099 0.6 1.3 -0.4 0.12
S -6.18730 0.73012 -1.23757 -0.1 0.9 -1.4 0.53
O -6.80200 -0.50574 -1.68530 0.4 -0.4 0.6 -0.34
O -6.90921 1.89826 -1.75955 0.9 -0.6 1.3 -0.34
O -4.71792 0.79236 -1.45890 -1.4 -0.2 1.1 -0.37
C 4.52699 0.99321 -0.22971 -0.1 0.9 1.4 -0.58
F 5.73585 0.94927 0.43516 -0.8 0.2 -1.6 0.08
F 4.63202 0.90998 -1.58494 0.5 0.1 1.4 0.09
F 3.89040 -0.09807 0.20455 -0.1 -0.8 -0.4 0.08
S 3.50609 2.48802 0.36180 -0.3 5.0 0.5 0.51
O 3.11158 2.23513 1.76177 0.8 -1.1 -1.8 -0.34
O 4.35984 3.70384 0.22235 -0.1 -2.8 0.1 -0.34
O 2.39730 2.62688 -0.58633 0.4 -1.8 0.3 -0.34
C -2.72969 -3.97735 1.73373 0.6 -0.1 2.6 -0.61
F -3.90996 -4.45627 2.19013 0.6 0.7 -0.2 0.12
F -2.06958 -5.01505 1.23787 0.2 0.1 -0.4 0.13
F -2.96176 -3.08181 0.78721 0.0 0.3 -0.3 0.11
S -1.62902 -3.19092 3.20850 1.1 -1.5 1.7 0.53
O -2.30943 -2.00328 3.68790 -0.5 0.4 -0.8 -0.34
O -1.59193 -4.20974 4.30207 -0.1 0.9 -2.3 -0.36
O -0.29759 -2.91994 2.61769 -1.6 -0.4 0.0 -0.36
```
Positions in Å, forces in eV/Å.

Values from the calculation:
Energy relative to the best compared isomer or geometry (same formula, charge and spin) (kcal per mole): 0.0
Maximum force (eV/Å): 5.1
Total energy (eV): -205642.907
Multiplicity: 1
Kohn-Sham gap (Eh): 0.2528
Charge: +2
Highest occupied orbital energy (eV): -10.737